# 1
Below is a molecular structure, Br2I2Si at a distorted geometry, with properties calculated with ωB97M-V/def2-TZVPD.

Summary:
Energy above the lowest of the compared OMol25 structures with the same formula, charge and spin in eV: 0.0000
E_LUMO in Eh: -0.1105
Gap between HOMO and LUMO in eV: 6.38

ORCA input file:
```
! RIJCOSX wB97M-V def2-TZVPD def2/J DEFGRID3
* xyz 0 1
Si -0.082 -0.223 0.003
Br -2.085 0.165 1.014
Br 1.217 -0.695 1.846
I -0.746 -1.633 -1.877
I 1.697 2.386 -0.987
*
```

***

# 2
Below is 2 unconnected molecules or ions with the total composition C23H15Cl3NO4S at a distorted geometry, with properties calculated with ωB97M-V/def2-TZVPD.

Summary:
Energy above the lowest of the compared OMol25 structures with the same formula, charge and spin in eV: 0.0000
E_LUMO in Eh: 0.0583
Gap between HOMO and LUMO in eV: 4.49

ORCA input file:
```
! RIJCOSX wB97M-V def2-TZVPD def2/J DEFGRID3
* xyz -1 1
C 5.251 0.664 -3.440
C 4.219 0.728 -4.385
C 2.908 0.411 -4.015
C 2.632 0.090 -2.689
S 0.931 -0.220 -2.202
C 0.208 1.484 -1.604
C -0.577 1.964 -2.823
O -0.067 2.801 -3.561
C -1.942 1.379 -3.043
C -2.417 0.169 -2.497
C -3.554 -0.440 -3.030
C -4.229 0.165 -4.096
C -3.844 1.437 -4.542
C -2.721 2.055 -3.992
O 0.239 -0.543 -3.432
O 0.950 -1.129 -1.084
C 3.659 -0.086 -1.765
C 4.970 0.233 -2.137
H 6.268 0.958 -3.716
H 4.421 1.041 -5.411
H 2.096 0.431 -4.738
H 1.128 2.071 -1.509
H -1.896 -0.297 -1.663
H -3.900 -1.383 -2.602
H -5.095 -0.324 -4.538
H -4.400 1.955 -5.322
H -2.385 3.035 -4.339
H 3.431 -0.452 -0.766
H 5.772 0.165 -1.400
Cl -0.722 1.547 -0.157
C 0.898 -1.496 3.467
Cl 2.244 -1.600 2.452
C 0.745 -0.273 4.277
O 1.298 0.788 4.040
C -0.193 -0.453 5.444
C -1.263 -1.407 5.323
C -2.108 -1.572 6.439
C -1.852 -0.848 7.585
C -0.896 0.189 7.527
N -0.040 0.306 6.515
C -1.275 -2.262 4.181
Cl -2.661 -3.184 3.776
C -0.105 -2.431 3.436
H -2.897 -2.308 6.404
H -2.409 -0.988 8.506
H -0.804 0.913 8.338
H -0.015 -3.284 2.788
*
```

***

# 3
Below is a single CN2O3S molecule at a distorted geometry, with properties calculated with ωB97M-V/def2-TZVPD.

Summary:
Energy above the lowest of the compared OMol25 structures with the same formula, charge and spin in eV: 1.1826
E_LUMO in Eh: -0.0662
Gap between HOMO and LUMO in eV: 8.92

ORCA input file:
```
! RIJCOSX wB97M-V def2-TZVPD def2/J DEFGRID3
* xyz 0 1
C 1.278 0.143 -0.571
N 2.181 -0.285 -1.113
N -0.748 -0.603 0.767
O -0.260 -0.923 1.831
O -1.517 -1.102 0.023
O -0.950 1.543 -0.982
S 0.017 1.228 0.045
*
```

***

# 4
Below is a molecular structure, C39H31Cl4GeINO5PPd, with properties calculated with ωB97M-V/def2-TZVPD.

Summary:
Energy above the lowest of the compared OMol25 structures with the same formula, charge and spin in eV: 0.0000
E_LUMO (alpha / beta) in Eh: -0.0743 / -0.2067
Gap between HOMO and LUMO (alpha / beta) in eV: 8.45 / 4.85
⟨S²⟩: 8.78

ORCA input file:
```
! RIJCOSX wB97M-V def2-TZVPD def2/J DEFGRID3
* xyz 1 6
Pd -0.194 -1.577 0.784
O 3.543 0.661 0.548
C 2.433 0.422 0.937
O 1.379 0.233 0.123
C 2.108 0.325 2.416
P 0.405 -0.247 2.715
C 0.317 -0.569 4.489
C -0.792 -0.153 5.220
C -0.863 -0.402 6.587
C 0.168 -1.065 7.229
C 1.276 -1.500 6.502
C 1.341 -1.271 5.128
C -0.669 1.181 2.406
C -1.953 0.945 1.909
C -2.792 2.006 1.604
C -2.352 3.310 1.786
C -1.075 3.552 2.273
C -0.236 2.493 2.584
H 2.283 1.298 2.875
H 2.818 -0.367 2.866
H -1.597 0.378 4.727
H -1.724 -0.066 7.149
H 0.117 -1.247 8.295
H 2.094 -2.001 7.003
H 2.204 -1.625 4.576
H -2.312 -0.067 1.776
H -3.785 1.814 1.218
H -3.006 4.139 1.548
H -0.725 4.568 2.406
H 0.760 2.705 2.954
Cl -1.577 -3.578 -5.665
C -1.665 -3.262 -3.989
C -2.925 -3.455 -3.308
Cl -4.271 -4.031 -4.190
C -3.045 -3.169 -1.981
Cl -4.523 -3.337 -1.125
C -1.917 -2.694 -1.257
O -1.984 -2.356 -0.031
C -0.635 -2.583 -1.914
O 0.359 -2.220 -1.202
C -0.560 -2.825 -3.312
Cl 0.936 -2.544 -4.104
N 0.230 -4.750 1.490
C -0.643 -4.213 2.356
O -0.906 -2.991 2.393
C -1.319 -5.107 3.274
I 0.784 -4.945 5.672
H 0.714 -4.170 0.824
H 0.423 -5.736 1.493
H -1.198 -6.179 3.194
H -2.118 -4.711 3.881
C 3.051 -0.550 -2.284
Ge 1.800 0.764 -1.698
C 2.241 2.608 -1.424
C 1.222 3.430 -0.946
C 1.483 4.763 -0.649
C 2.758 5.280 -0.837
C 3.775 4.467 -1.325
C 3.518 3.135 -1.615
C 0.005 0.744 -2.434
C -1.102 0.539 -1.658
C -2.405 0.493 -2.214
C -2.577 0.683 -3.549
C -1.467 0.964 -4.388
C -1.640 1.221 -5.771
C -0.574 1.512 -6.566
C 0.732 1.544 -6.019
C 0.927 1.292 -4.695
C -0.165 0.998 -3.831
H 3.002 -0.660 -3.365
H 2.746 -1.485 -1.819
H 4.056 -0.277 -1.970
H 0.219 3.037 -0.812
H 0.687 5.401 -0.283
H 2.959 6.319 -0.610
H 4.768 4.872 -1.475
H 4.321 2.504 -1.982
H -1.000 0.415 -0.589
H -3.258 0.306 -1.572
H -3.569 0.644 -3.987
H -2.642 1.193 -6.186
H -0.719 1.721 -7.618
H 1.577 1.773 -6.657
H 1.939 1.331 -4.300
*
```

***

# 5
Below is a molecular structure, C7H24NO9Tl at a distorted geometry, with properties calculated with ωB97M-V/def2-TZVPD.

Summary:
E_LUMO (alpha / beta) in Eh: -0.0836 / -0.2533
Gap between HOMO and LUMO (alpha / beta) in eV: 9.50 / 4.76
⟨S²⟩: 0.76

ORCA input file:
```
! RIJCOSX wB97M-V def2-TZVPD def2/J DEFGRID3
* xyz 1 2
Tl 0.158 -0.096 -1.615
O 2.780 -2.427 2.156
C 1.665 -1.669 1.909
O 1.466 -1.367 0.724
O 0.830 -1.415 2.765
H 2.734 -2.596 3.100
C -1.902 -3.074 -0.496
O -1.831 -1.651 -0.174
C -2.653 -1.295 0.943
C -2.546 0.183 1.233
N -1.124 0.619 1.191
C -0.944 2.029 1.547
C 0.563 2.415 1.505
O 1.167 2.078 0.264
C 2.565 2.426 0.211
H -1.647 -3.817 0.259
H -1.186 -3.319 -1.281
H -2.897 -3.321 -0.866
H -2.215 -1.805 1.802
H -3.693 -1.546 0.734
H -3.041 0.362 2.188
H -3.166 0.639 0.462
H -0.535 0.034 1.765
H -1.280 2.405 2.513
H -1.490 2.611 0.804
H 1.084 1.881 2.299
H 0.590 3.461 1.813
H 2.756 3.393 0.675
H 2.899 2.530 -0.821
H 3.268 1.664 0.547
O 3.114 -0.127 -1.331
H 3.904 0.258 -1.710
H 3.414 -0.544 -0.524
O -0.627 0.599 -4.357
H -0.749 1.497 -4.665
H -1.082 0.060 -5.004
O -1.229 2.531 -1.563
H -1.110 3.096 -2.327
H -2.013 2.872 -1.132
O 1.184 -2.848 -1.742
H 1.883 -3.340 -1.311
H 0.936 -3.389 -2.491
*
```

***

# 6
Below is 2 unconnected molecules or ions with the total composition C5H9O4S at a distorted geometry, with properties calculated with ωB97M-V/def2-TZVPD.

Summary:
Energy above the lowest of the compared OMol25 structures with the same formula, charge and spin in eV: 3.5366
E_LUMO (alpha / beta) in Eh: 0.0896 / 0.0895
Gap between HOMO and LUMO (alpha / beta) in eV: 6.92 / 6.92

ORCA input file:
```
! RIJCOSX wB97M-V def2-TZVPD def2/J DEFGRID3
* xyz -1 1
C -2.190 -1.004 0.397
C -0.961 -1.208 0.908
C 1.192 1.688 0.047
C 0.410 0.524 -0.645
C 0.272 -0.573 0.353
O 2.870 -0.450 1.316
O 1.495 -2.447 1.898
O 0.779 -0.112 2.543
O 0.821 -2.567 -1.151
S 1.525 -0.987 1.648
H -3.118 -1.495 0.640
H -2.346 -0.198 -0.293
H -0.676 -1.845 1.741
H 0.714 1.932 1.040
H 2.244 1.295 0.121
H 1.275 2.583 -0.657
H -0.584 1.041 -1.014
H 0.928 0.244 -1.529
H 1.366 -3.144 -0.644
*
```

***

# 7
Below is 2 unconnected molecules or ions with the total composition C3H5NO2 at a distorted geometry, with properties calculated with ωB97M-V/def2-TZVPD.

Summary:
Energy above the lowest of the compared OMol25 structures with the same formula, charge and spin in eV: 0.8502
E_LUMO in Eh: 0.0267
Gap between HOMO and LUMO in eV: 11.55
SMILES: CC(=O)O.C#N

ORCA input file:
```
! RIJCOSX wB97M-V def2-TZVPD def2/J DEFGRID3
* xyz 0 1
C -1.023 1.240 -0.019
C -0.806 -0.226 0.162
O -0.789 -1.069 -0.721
O -0.641 -0.575 1.450
H -2.092 1.461 0.010
H -0.600 1.551 -0.978
H -0.506 1.797 0.768
H -0.502 -1.544 1.436
C 2.317 -0.906 -0.722
N 2.808 0.007 -0.204
H 1.833 -1.737 -1.183
*
```

***

# 8
Below is 9 unconnected molecules or ions with the total composition C9H27N9O18 at a distorted geometry, with properties calculated with ωB97M-V/def2-TZVPD.

Summary:
Energy above the lowest of the compared OMol25 structures with the same formula, charge and spin in eV: 2.6451
E_LUMO in Eh: -0.0224
Gap between HOMO and LUMO in eV: 9.38
SMILES: C[N+](=O)[O-].C[N+](=O)[O-].C[N+](=O)[O-].C[N+](=O)[O-].C[N+](=O)[O-].C[N+](=O)[O-].C[N+](=O)[O-].C[N+](=O)[O-].C[N+](=O)[O-]

ORCA input file:
```
! RIJCOSX wB97M-V def2-TZVPD def2/J DEFGRID3
* xyz 0 1
C 5.573 -5.853 -16.491
N 6.482 -5.742 -15.293
O 5.941 -5.527 -14.261
O 7.672 -5.796 -15.529
H 6.029 -6.117 -17.445
H 5.296 -4.808 -16.634
H 4.806 -6.597 -16.275
C 1.741 -12.226 -16.487
N 2.271 -11.058 -15.670
O 1.576 -10.088 -15.450
O 3.171 -11.208 -14.874
H 2.458 -13.046 -16.452
H 1.536 -11.974 -17.528
H 0.848 -12.551 -15.954
C 0.366 -7.219 -16.896
N 1.543 -6.513 -16.422
O 2.276 -5.977 -17.242
O 1.624 -6.397 -15.224
H -0.553 -6.642 -16.791
H 0.425 -8.106 -16.265
H 0.488 -7.504 -17.941
C 3.038 -3.542 -14.407
N 2.253 -3.197 -15.589
O 1.081 -3.099 -15.406
O 2.849 -3.051 -16.615
H 2.358 -4.046 -13.721
H 3.376 -2.585 -14.007
H 3.897 -4.183 -14.605
C -2.539 -3.792 -15.196
N -2.092 -4.690 -14.153
O -2.242 -4.247 -13.010
O -1.551 -5.738 -14.587
H -1.766 -3.824 -15.964
H -2.627 -2.736 -14.944
H -3.478 -4.162 -15.608
C -3.936 -7.060 -17.821
N -3.026 -6.888 -18.986
O -2.595 -5.758 -19.181
O -2.905 -7.858 -19.738
H -4.867 -6.537 -18.038
H -3.516 -6.606 -16.923
H -4.147 -8.129 -17.855
C -3.216 -11.238 -17.352
N -1.976 -10.491 -17.666
O -1.822 -9.386 -17.109
O -1.111 -10.955 -18.419
H -3.564 -10.923 -16.369
H -2.993 -12.303 -17.415
H -3.935 -11.031 -18.145
C 2.688 -7.900 -12.446
N 2.386 -8.107 -10.968
O 1.276 -8.571 -10.536
O 3.208 -7.905 -10.133
H 2.081 -8.510 -13.114
H 3.723 -8.103 -12.720
H 2.410 -6.856 -12.591
C 3.435 -10.834 -19.906
N 2.876 -9.698 -19.120
O 3.333 -9.441 -18.086
O 1.938 -9.064 -19.575
H 3.712 -10.341 -20.837
H 2.515 -11.411 -19.994
H 4.145 -11.504 -19.421
*
```

***

# 9
Below is a molecular structure, C6H12BF2GaO10P, with properties calculated with ωB97M-V/def2-TZVPD.

Summary:
E_LUMO in Eh: 0.0883
Gap between HOMO and LUMO in eV: 7.39

ORCA input file:
```
! RIJCOSX wB97M-V def2-TZVPD def2/J DEFGRID3
* xyz -1 1
O -2.145 -2.538 2.296
P -2.934 -2.302 1.028
Ga -1.649 -1.860 -0.955
O 0.119 -2.178 -0.349
B 0.597 -1.489 0.707
O 0.725 -0.079 0.695
O 1.116 -2.190 1.818
H -3.808 -1.190 1.184
H -3.925 -3.304 0.818
H -1.953 -0.346 -1.339
H -1.882 -2.867 -2.167
H 0.120 0.359 1.294
H 0.553 -2.126 2.592
C -1.105 4.473 2.755
C -0.259 3.499 1.949
O -0.868 2.268 2.261
C -2.168 2.480 2.612
O -2.988 1.637 2.706
O -2.364 3.808 2.823
F 1.029 3.496 2.355
H -0.687 4.569 3.760
H -1.223 5.450 2.297
H -0.284 3.641 0.868
C 2.277 -1.900 -2.450
C 1.771 -1.114 -3.645
O 2.901 -0.322 -3.988
C 4.018 -0.962 -3.556
O 5.125 -0.671 -3.884
O 3.690 -1.969 -2.732
F 0.728 -0.316 -3.351
H 2.101 -1.341 -1.535
H 1.865 -2.897 -2.349
H 1.506 -1.718 -4.517
*
```

***

# 10
Below is a single C5H11N molecule at a distorted geometry, with properties calculated with ωB97M-V/def2-TZVPD.

Summary:
Energy above the lowest of the compared OMol25 structures with the same formula, charge and spin in eV: 2.3958
E_LUMO in Eh: 0.0404
Gap between HOMO and LUMO in eV: 10.10
SMILES: CCN1C[C@H]1C

ORCA input file:
```
! RIJCOSX wB97M-V def2-TZVPD def2/J DEFGRID3
* xyz 0 1
C -1.724 0.914 0.470
C -1.396 -0.440 -0.527
N -0.040 -0.950 -0.567
C 0.571 -1.295 0.708
C 0.873 -0.009 0.026
C 2.155 0.404 -0.636
H -2.506 0.611 1.156
H -1.066 1.522 1.152
H -2.097 1.699 -0.192
H -2.053 -1.311 -0.322
H -1.622 -0.128 -1.558
H -0.049 -1.262 1.606
H 1.262 -2.137 0.658
H 0.250 0.794 0.425
H 2.751 0.981 0.079
H 1.941 1.052 -1.495
H 2.751 -0.445 -0.984
*
```

***

# 11
Below is 12 unconnected molecules or ions with the total composition C24H72O16 at a distorted geometry, with properties calculated with ωB97M-V/def2-TZVPD.

Summary:
Energy above the lowest of the compared OMol25 structures with the same formula, charge and spin in eV: 6.0885
E_LUMO in Eh: 0.0104
Gap between HOMO and LUMO in eV: 9.74
SMILES: COCCOC.COCCOC.COCCOC.COCCOC.CO.CO.CO.CO.CO.CO.CO.CO

ORCA input file:
```
! RIJCOSX wB97M-V def2-TZVPD def2/J DEFGRID3
* xyz 0 1
C 0.027 3.367 -1.964
O 0.703 3.984 -3.077
C 2.102 4.362 -2.797
C 2.293 5.497 -1.720
O 1.608 6.705 -2.023
C 1.575 7.650 -0.979
H -0.167 4.086 -1.168
H 0.605 2.512 -1.615
H -0.980 3.005 -2.170
H 2.587 4.559 -3.754
H 2.547 3.448 -2.405
H 3.323 5.822 -1.578
H 1.891 5.113 -0.782
H 1.142 7.211 -0.080
H 1.013 8.566 -1.162
H 2.585 7.906 -0.660
C -3.345 -2.934 7.678
O -3.840 -2.971 6.318
C -3.050 -2.297 5.401
C -3.720 -2.411 4.058
O -2.946 -1.806 3.007
C -3.718 -1.706 1.786
H -3.968 -3.577 8.300
H -3.341 -1.946 8.139
H -2.341 -3.357 7.693
H -2.045 -2.713 5.330
H -2.842 -1.244 5.589
H -4.651 -1.848 4.118
H -3.960 -3.454 3.851
H -3.130 -1.260 0.984
H -4.626 -1.125 1.947
H -3.846 -2.733 1.442
C 5.569 -0.857 -0.973
O 4.599 -1.492 -1.801
C 3.616 -2.360 -1.147
C 2.513 -2.934 -2.068
O 2.896 -4.135 -2.742
C 3.997 -3.998 -3.645
H 6.346 -1.539 -0.627
H 5.074 -0.405 -0.114
H 6.106 -0.075 -1.510
H 3.198 -1.674 -0.410
H 4.201 -3.130 -0.645
H 2.152 -2.241 -2.828
H 1.610 -3.115 -1.484
H 4.337 -4.994 -3.929
H 4.832 -3.434 -3.231
H 3.672 -3.474 -4.544
C 3.368 4.045 2.605
O 2.792 2.758 2.644
C 2.196 2.358 1.349
C 3.265 1.944 0.307
O 4.086 3.066 -0.044
C 5.195 2.766 -0.877
H 2.846 4.747 1.954
H 4.400 4.064 2.255
H 3.321 4.460 3.612
H 1.420 3.027 0.976
H 1.645 1.427 1.478
H 2.682 1.556 -0.528
H 3.855 1.153 0.771
H 5.767 3.677 -1.051
H 4.869 2.414 -1.855
H 5.784 1.990 -0.388
C -0.908 -4.183 0.491
O -1.831 -5.124 -0.013
H -1.198 -3.834 1.482
H 0.030 -4.735 0.545
H -0.898 -3.300 -0.149
H -2.543 -4.644 -0.441
C -2.843 1.459 3.200
O -1.874 2.409 2.772
H -2.699 1.023 4.189
H -3.791 1.995 3.259
H -3.064 0.679 2.471
H -2.212 2.943 2.049
C -4.950 0.553 -1.040
O -5.276 -0.851 -0.920
H -4.205 0.801 -0.284
H -4.454 0.829 -1.971
H -5.864 1.099 -0.808
H -6.134 -1.029 -1.312
C -4.519 -4.108 -1.848
O -3.623 -3.298 -1.147
H -4.415 -3.994 -2.926
H -4.363 -5.167 -1.643
H -5.533 -3.836 -1.552
H -4.036 -2.464 -0.910
C -1.091 0.232 -0.446
O 0.223 -0.205 -0.666
H -1.786 -0.583 -0.646
H -1.148 0.481 0.614
H -1.513 1.101 -0.952
H 0.536 -0.729 0.075
C -2.577 -1.698 -3.559
O -2.180 -0.582 -4.302
H -2.770 -2.553 -4.208
H -1.852 -2.102 -2.853
H -3.484 -1.422 -3.022
H -1.278 -0.425 -4.013
C 0.200 -1.545 2.673
O 1.056 -1.667 1.592
H 0.813 -1.147 3.482
H -0.568 -0.794 2.489
H -0.199 -2.510 2.988
H 1.556 -2.482 1.679
C 1.445 0.713 -4.216
O 0.449 -0.099 -3.627
H 2.453 0.621 -3.813
H 1.488 0.423 -5.266
H 1.188 1.757 -4.038
H 0.545 -0.015 -2.675
*
```